108
Properties=species:S:1:pos:R:3:forces:R:3:mulliken_charge:R:1 method="wB97M-V/def2-TZVPD" total_energy_ev=-76531.4887 orbital_gap_ha=0.2952 smiles="NCCC1=C(CCO)C(=O)OC1=O.O=C1CCCO1.O=C1CCCO1.O=C1CCCO1.O=C1CCCO1.O=C1CCCO1.O=C1CCCO1.O=C1CCCO1" homo_ev=-9.36
N -2.951 -0.464 1.365 -1.14 -0.52 -0.66 -0.575
C -3.385 -0.791 -0.075 -0.96 1.06 -0.01 -0.339
C -2.235 -0.285 -1.128 -0.78 -0.41 -0.74 0.235
C -1.322 -1.476 -1.788 5.55 -0.51 -1.09 0.396
C 0.174 -1.368 -2.024 -3.53 -0.09 0.18 -0.111
C 1.081 -0.033 -1.594 0.67 -1.32 0.59 -0.595
C 1.238 -0.144 0.063 -1.47 -0.34 -0.86 -0.286
O 1.895 -1.455 0.304 -1.72 0.85 1.55 -0.470
C 0.733 -2.750 -2.751 4.29 0.65 0.40 0.317
O 2.031 -3.066 -2.984 -9.62 1.64 1.24 -0.542
O -0.489 -3.563 -3.034 0.02 1.68 1.83 -0.260
C -1.683 -2.970 -2.356 -5.11 0.13 1.24 0.101
O -2.924 -3.502 -2.227 8.90 2.77 -1.42 -0.514
H -3.185 -1.282 1.979 0.16 1.37 -0.71 0.228
H -3.519 0.374 1.655 0.84 -1.50 -0.10 0.247
H -4.338 -0.103 -0.265 1.99 -1.71 -0.05 0.144
H -3.709 -1.910 -0.187 0.88 2.18 0.03 0.322
H -2.782 0.266 -2.028 1.18 -1.28 1.80 0.176
H -1.611 0.552 -0.567 -0.95 -2.11 -1.32 0.189
H 2.181 -0.094 -2.038 -2.48 -0.11 0.77 0.343
H 0.609 0.978 -1.946 0.62 -2.11 0.73 0.237
H 1.807 0.768 0.531 -0.94 -1.88 -0.93 0.259
H 0.133 -0.227 0.488 2.36 0.50 -0.69 0.163
H 1.408 -1.871 1.095 1.15 1.08 -1.80 0.317
O -5.143 2.102 -1.446 1.59 0.92 -0.57 -0.617
C -4.317 2.990 -1.579 -1.35 -1.44 0.52 0.487
C -4.424 4.369 -1.001 -0.08 0.42 -0.20 -0.321
C -3.377 5.121 -1.784 0.01 0.90 0.07 -0.139
C -2.373 4.046 -2.110 0.76 0.40 -0.25 -0.254
O -3.135 2.848 -2.247 -0.86 -0.50 0.17 -0.290
H -4.184 4.329 0.065 -0.18 -0.05 -0.01 0.124
H -5.420 4.787 -1.160 0.06 -0.31 0.33 0.317
H -2.944 5.963 -1.238 0.00 -0.17 -0.22 0.409
H -3.819 5.509 -2.710 0.14 -0.02 0.16 -0.045
H -1.641 3.905 -1.309 -0.04 0.01 -0.06 0.170
H -1.842 4.254 -3.044 -0.09 -0.31 0.25 0.149
O 3.003 -0.662 3.770 1.20 -1.07 0.48 -0.571
C 3.918 -1.461 3.667 -1.07 1.30 0.09 0.524
C 4.452 -2.010 2.379 -0.11 -0.53 -0.17 -0.181
C 5.257 -3.195 2.849 0.31 -0.58 -0.61 -0.199
C 5.691 -2.773 4.229 0.72 -0.55 0.19 -0.586
O 4.633 -1.953 4.722 -0.89 0.63 -0.27 -0.356
H 5.082 -1.254 1.903 -0.21 0.04 -0.04 0.299
H 3.641 -2.314 1.714 0.18 0.52 0.01 0.037
H 6.094 -3.444 2.192 -0.13 0.01 0.28 0.245
H 4.607 -4.076 2.918 0.16 0.08 0.01 0.187
H 6.613 -2.182 4.212 -0.08 -0.03 0.02 0.255
H 5.832 -3.631 4.892 -0.08 0.31 0.04 0.327
O -7.011 -5.808 -4.186 1.45 -0.87 -1.24 -0.586
C -5.960 -6.176 -4.682 -1.87 0.54 1.17 0.460
C -4.593 -5.764 -4.227 0.33 0.37 -0.18 -0.157
C -3.732 -6.176 -5.394 0.86 0.31 -0.13 -0.507
C -4.488 -7.348 -5.963 0.37 -0.42 -0.43 -0.404
O -5.865 -7.065 -5.714 -0.49 0.40 0.34 -0.353
H -4.337 -6.315 -3.318 -0.10 0.19 0.03 0.210
H -4.543 -4.686 -4.053 -0.16 -0.30 0.34 0.177
H -2.704 -6.423 -5.114 -0.13 0.00 -0.10 0.323
H -3.697 -5.364 -6.130 0.03 -0.15 0.09 0.266
H -4.230 -8.290 -5.468 -0.03 0.05 -0.03 0.251
H -4.323 -7.456 -7.039 -0.26 -0.09 0.17 0.313
O -1.415 6.650 -3.349 0.54 -0.37 -1.94 -0.579
C -1.425 6.508 -4.561 0.22 0.60 1.95 0.554
C -2.608 6.732 -5.452 -0.36 -0.27 -0.27 -0.262
C -2.179 6.050 -6.726 -0.59 -0.28 -0.68 -0.538
C -0.680 6.193 -6.688 0.34 -0.08 -0.72 -0.451
O -0.333 6.160 -5.304 -0.41 0.06 0.86 -0.343
H -2.751 7.807 -5.594 -0.06 -0.07 0.18 0.309
H -3.508 6.273 -5.036 0.13 0.37 0.15 0.162
H -2.629 6.478 -7.626 0.13 -0.09 0.09 0.325
H -2.451 4.988 -6.684 0.06 0.16 -0.06 0.259
H -0.342 7.146 -7.110 0.00 -0.07 0.06 0.269
H -0.178 5.375 -7.213 0.10 0.18 0.26 0.321
O 7.441 -5.412 2.197 -1.15 -1.28 -0.92 -0.618
C 6.925 -6.130 1.357 1.04 0.91 1.47 0.610
C 7.296 -6.175 -0.094 -0.18 0.18 -0.47 -0.394
C 6.122 -6.902 -0.699 -0.23 0.03 -0.91 -0.438
C 5.659 -7.780 0.434 -0.45 -0.63 -0.26 -0.437
O 5.948 -7.046 1.622 0.51 0.76 0.32 -0.348
H 8.226 -6.738 -0.209 0.02 0.18 0.07 0.255
H 7.400 -5.168 -0.506 0.31 -0.16 0.25 0.256
H 6.372 -7.462 -1.603 -0.11 0.03 0.15 0.315
H 5.335 -6.181 -0.954 0.10 -0.16 0.01 0.231
H 6.200 -8.731 0.470 -0.04 0.07 0.03 0.276
H 4.586 -7.985 0.379 0.20 0.02 0.26 0.314
O 2.433 3.916 3.586 -0.45 -0.61 1.90 -0.629
C 2.523 3.407 4.691 0.15 1.01 -1.96 0.489
C 3.653 2.542 5.160 0.11 -0.51 0.08 -0.245
C 3.069 1.897 6.391 0.28 -0.83 0.38 -0.381
C 2.092 2.936 6.876 -0.13 -0.09 0.77 -0.461
O 1.617 3.585 5.697 0.02 0.16 -0.79 -0.290
H 4.512 3.175 5.400 -0.03 0.01 -0.16 0.300
H 3.919 1.798 4.405 0.05 0.35 -0.03 0.091
H 3.818 1.628 7.141 -0.16 0.05 -0.04 0.383
H 2.530 0.985 6.108 0.14 0.13 0.03 0.146
H 2.566 3.685 7.519 -0.06 -0.01 -0.05 0.261
H 1.252 2.487 7.414 0.00 0.26 -0.16 0.346
O -4.956 4.175 3.882 1.86 0.67 0.23 -0.604
C -3.816 4.361 4.275 -1.90 -0.47 -0.89 0.449
C -3.193 3.710 5.472 0.12 0.13 0.52 -0.371
C -1.978 4.572 5.704 0.49 0.00 0.82 -0.196
C -1.652 5.064 4.318 0.88 0.21 -0.07 -0.336
O -2.909 5.167 3.650 -0.95 -0.28 0.05 -0.367
H -2.920 2.682 5.219 -0.17 0.03 0.02 0.261
H -3.870 3.732 6.330 -0.08 -0.28 -0.33 0.286
H -1.149 4.041 6.179 -0.04 0.15 -0.16 0.064
H -2.247 5.421 6.345 0.07 -0.11 -0.10 0.274
H -1.020 4.360 3.766 -0.02 0.09 0.06 0.238
H -1.162 6.041 4.336 -0.18 -0.16 -0.23 0.300

=====

59
Properties=species:S:1:pos:R:3:forces:R:3:mulliken_charge:R:1 method="wB97M-V/def2-TZVPD" total_energy_ev=-108122.5804 e_above_lowest_kcal_mol=3.3 orbital_gap_ha=0.3276 smiles="CCCCCCOC(=O)c1ccc(NC(=O)c2cc(OC)c(OC)c(OC)c2Br)cc1" homo_ev=-8.48
C -6.286 -8.521 0.851 0.22 -0.13 -0.03 -1.156
C -4.792 -8.768 1.026 -0.04 0.19 0.17 -0.478
C -3.982 -7.480 1.181 -0.06 -0.22 -0.32 -0.594
C -3.956 -6.627 -0.086 0.20 0.16 0.32 -0.547
C -3.052 -5.410 0.080 -0.08 0.14 -0.34 -0.502
C -3.040 -4.550 -1.182 -0.41 -0.34 0.21 -0.738
O -2.127 -3.462 -1.067 0.32 0.16 -0.04 -0.297
C -2.568 -2.365 -0.436 -0.26 0.04 0.06 0.739
O -3.685 -2.254 0.012 0.08 -0.06 -0.03 -0.652
C -1.540 -1.302 -0.367 0.19 0.13 0.01 0.012
C -1.880 -0.092 0.236 0.02 -0.19 -0.08 -1.030
C -0.959 0.929 0.311 0.10 -0.01 -0.03 -0.436
C 0.323 0.762 -0.216 -0.16 -0.36 -0.13 1.045
N 1.204 1.839 -0.127 -0.28 0.27 0.24 -0.148
C 2.500 1.927 -0.559 0.00 0.23 0.03 0.118
O 3.115 1.043 -1.103 -0.03 -0.15 -0.11 -0.593
C 3.081 3.287 -0.315 0.44 0.27 -0.01 0.066
C 2.407 4.416 -0.775 -0.05 0.09 -0.04 -0.639
C 2.969 5.677 -0.656 0.08 -0.03 0.11 0.686
O 2.383 6.808 -1.144 0.45 -0.10 0.17 -0.405
C 1.156 6.700 -1.825 -0.21 -0.01 -0.12 -0.958
C 4.216 5.843 -0.016 -0.03 0.15 0.08 0.806
O 4.826 7.065 0.112 -0.09 -0.51 -0.39 -0.532
C 4.050 8.182 0.504 -0.09 0.40 0.12 -0.745
C 4.896 4.712 0.458 -0.13 -0.12 -0.07 0.629
O 6.096 4.672 1.073 -0.30 0.05 -0.23 -0.416
C 6.796 5.831 1.466 0.35 0.41 0.13 -0.769
C 4.317 3.447 0.278 0.02 -0.18 0.12 -0.605
Br 5.271 1.974 0.975 -0.06 -0.12 0.02 -0.124
C 0.669 -0.450 -0.812 0.24 0.06 -0.05 -0.691
C -0.258 -1.470 -0.884 -0.35 0.04 0.14 -0.635
H -6.672 -7.924 1.674 -0.10 0.08 0.08 0.291
H -6.825 -9.466 0.832 -0.13 -0.03 -0.02 0.359
H -6.490 -7.998 -0.079 -0.10 0.07 -0.09 0.308
H -4.414 -9.330 0.169 0.06 -0.08 0.02 0.303
H -4.640 -9.382 1.917 0.04 -0.08 -0.05 0.323
H -4.396 -6.891 2.003 0.03 0.04 0.09 0.302
H -2.956 -7.743 1.448 0.04 0.07 0.06 0.370
H -4.965 -6.288 -0.325 -0.07 -0.02 -0.10 0.275
H -3.599 -7.233 -0.922 -0.05 -0.06 -0.09 0.302
H -3.403 -4.800 0.914 0.04 0.01 0.02 0.354
H -2.030 -5.728 0.299 0.03 0.00 0.03 0.283
H -4.043 -4.156 -1.377 0.15 -0.09 -0.04 0.362
H -2.693 -5.126 -2.043 -0.04 0.07 0.07 0.391
H -2.875 0.026 0.637 -0.07 0.02 0.03 0.462
H -1.227 1.866 0.779 -0.03 0.09 0.04 0.337
H 0.834 2.649 0.351 0.20 -0.12 -0.08 0.230
H 1.464 4.285 -1.280 -0.10 0.04 -0.07 0.654
H 1.240 6.061 -2.709 -0.01 0.01 0.04 0.369
H 0.363 6.321 -1.171 0.04 -0.01 -0.02 0.377
H 0.908 7.713 -2.136 -0.04 -0.09 0.00 0.238
H 3.546 8.641 -0.349 0.07 -0.04 0.14 0.233
H 4.759 8.890 0.933 -0.07 -0.02 0.03 0.312
H 3.308 7.908 1.258 0.02 -0.02 -0.01 0.322
H 7.702 5.456 1.942 -0.06 0.05 -0.01 0.286
H 6.225 6.420 2.189 0.04 -0.02 -0.05 0.291
H 7.057 6.455 0.611 0.01 -0.06 0.13 0.272
H 1.661 -0.583 -1.210 0.00 0.01 -0.01 0.540
H 0.009 -2.407 -1.345 0.04 -0.06 -0.04 0.446

=====

5
Properties=species:S:1:pos:R:3:forces:R:3:mulliken_charge:R:1 method="wB97M-V/def2-TZVPD" total_energy_ev=-4805.1118 total_charge=+2 orbital_gap_ha="0.2313 / 0.2383" homo_ev="-18.31 / -18.53"
H -0.039 0.441 -1.321 2.06 0.31 3.84 0.360
Y -1.670 -1.209 -0.089 2.71 1.66 0.61 1.960
C 0.291 0.405 0.059 -3.75 -2.92 -1.65 -0.482
F 0.934 -0.786 0.501 -1.07 0.43 -1.48 -0.187
H 0.483 1.150 0.850 0.06 0.52 -1.32 0.350

=====

72
Properties=species:S:1:pos:R:3:forces:R:3:mulliken_charge:R:1 method="wB97M-V/def2-TZVPD" total_energy_ev=-60916.4318 spin_multiplicity=3 e_above_lowest_kcal_mol=99.9 orbital_gap_ha="0.1805 / 0.0822" homo_ev="-5.40 / -6.99"
Pt 2.509 0.826 -3.860 0.07 -0.48 -0.63 0.393
C 0.717 -2.005 0.529 0.48 0.51 0.83 -0.602
C 2.059 -2.042 0.317 -0.43 -0.85 1.38 -0.728
C 2.778 -3.069 -0.514 0.28 -0.96 -0.34 -0.789
C 2.647 -3.002 -2.067 0.23 -0.75 0.00 1.101
C 1.272 -3.128 -2.698 -0.58 0.75 0.35 0.165
C 0.122 -3.432 -2.055 0.86 -0.13 -1.41 -0.768
C 0.069 -4.145 -0.748 -0.09 0.56 0.46 -0.582
C -0.273 -3.149 0.389 -0.44 -0.36 -1.06 -0.740
C 0.499 0.854 -3.975 0.51 -0.29 -0.08 -0.978
H 0.266 -1.093 0.989 0.71 -0.90 0.22 0.399
H 2.785 -1.636 1.084 -1.21 1.08 -1.45 0.315
H 2.521 -4.108 -0.209 0.66 0.74 0.02 0.641
H 3.844 -2.944 -0.297 -0.33 0.03 -0.10 0.147
H 3.213 -2.103 -2.412 -1.01 -0.33 0.01 0.109
H 3.209 -3.867 -2.476 0.17 0.25 0.32 -0.217
H 1.280 -2.868 -3.776 -0.36 0.38 0.89 -0.068
H -0.855 -3.214 -2.519 0.54 -0.37 -0.09 0.340
H 1.047 -4.587 -0.506 -1.04 -0.17 -0.34 0.171
H -0.686 -4.947 -0.847 0.30 0.31 0.32 0.450
H -1.290 -2.751 0.255 0.20 -0.03 -0.12 0.369
H -0.345 -3.778 1.288 0.34 0.60 0.28 0.354
H 0.269 0.122 -3.157 -0.41 0.62 -0.89 0.205
H 0.195 0.542 -5.003 -0.09 0.27 0.88 0.223
H 0.231 1.903 -3.690 -0.13 -1.07 -0.44 0.331
P 3.162 -2.281 -5.574 0.67 -0.23 -1.15 0.105
P 5.780 -2.423 -3.003 3.45 -2.41 0.99 -0.129
N 2.184 -3.696 -6.243 -1.61 -1.00 -0.14 0.375
N 3.639 -1.880 -7.219 0.31 0.81 -0.74 0.599
N 5.904 -4.181 -2.584 -0.99 -0.31 0.30 0.695
N 7.580 -2.247 -2.682 -0.04 1.16 -0.10 0.279
C 4.608 -3.409 -5.274 -0.02 -0.07 0.19 -0.840
C 5.890 -2.705 -4.797 -0.14 0.24 -0.51 -1.432
C 0.789 -3.651 -6.258 2.49 0.11 0.21 -0.307
C 0.306 -4.800 -6.884 1.10 -2.34 -1.25 -0.773
C 1.429 -5.592 -7.258 -2.13 0.84 0.31 -0.757
C 2.562 -4.881 -6.853 0.03 1.33 0.59 0.151
C 3.512 -0.597 -7.744 0.25 -0.61 -0.85 -0.306
C 3.971 -0.594 -9.058 -0.09 -0.51 0.88 -0.649
C 4.430 -1.919 -9.357 -0.72 -0.11 1.60 -0.691
C 4.195 -2.690 -8.218 0.03 0.91 -0.44 -0.160
C 5.558 -4.704 -1.332 0.46 -0.42 -0.38 -0.660
C 5.770 -6.072 -1.331 0.21 0.52 -0.37 -0.881
C 6.275 -6.421 -2.640 -0.49 0.98 0.55 -0.727
C 6.302 -5.260 -3.381 -0.08 0.02 0.63 -0.337
C 8.685 -3.124 -2.648 0.01 0.84 -0.25 -0.280
C 9.858 -2.372 -2.722 -1.47 0.22 -0.08 -0.535
C 9.471 -0.986 -2.803 -0.86 -0.55 0.03 -0.621
C 8.083 -0.944 -2.756 0.84 -0.77 -0.07 -0.335
H 4.889 -4.000 -6.159 -0.30 0.42 0.29 0.049
H 4.229 -4.129 -4.532 0.29 0.10 -0.03 0.962
H 6.774 -3.297 -5.092 -0.30 0.41 0.37 0.480
H 6.014 -1.710 -5.255 -0.12 -0.26 -0.02 0.634
H 0.261 -2.824 -5.818 -0.03 0.16 0.03 0.554
H -0.725 -5.048 -7.072 -0.05 0.06 0.10 0.460
H 1.460 -6.548 -7.761 -0.21 0.11 0.08 0.466
H 3.609 -5.139 -6.990 -0.54 -0.07 0.23 0.387
H 3.103 0.172 -7.109 0.02 0.18 -0.01 0.228
H 3.978 0.248 -9.729 0.04 0.06 0.10 0.437
H 4.887 -2.283 -10.258 -0.04 0.01 -0.17 0.452
H 4.370 -3.742 -8.066 0.21 0.28 -0.13 0.257
H 5.237 -4.035 -0.537 0.22 -0.42 -0.34 0.597
H 5.602 -6.767 -0.504 0.11 0.47 -0.35 0.431
H 6.603 -7.398 -2.950 -0.12 -0.01 -0.17 0.469
H 6.549 -5.113 -4.416 0.20 -0.10 0.05 0.322
H 8.550 -4.193 -2.546 -0.05 0.23 -0.07 0.295
H 10.874 -2.754 -2.733 -0.29 -0.01 0.11 0.410
H 10.132 -0.136 -2.900 -0.12 -0.09 0.12 0.424
H 7.387 -0.116 -2.753 0.17 0.05 -0.05 0.388
O 1.827 2.016 0.250 -0.11 0.10 -0.44 -0.632
C 1.949 1.814 -0.924 0.44 -0.70 -1.32 0.547
N 2.093 1.580 -2.092 0.11 1.00 2.70 -0.642

=====

15
Properties=species:S:1:pos:R:3:forces:R:3:mulliken_charge:R:1 method="wB97M-V/def2-TZVPD" total_energy_ev=-9406.3434 e_above_lowest_kcal_mol=80.5 orbital_gap_ha=0.3659 homo_ev=-9.03
C -1.069 -0.567 -0.085 3.49 -2.81 0.24 -0.088
C 0.236 -0.084 -0.929 1.51 -1.06 -0.02 -0.244
C 0.506 1.298 -0.301 -2.42 -1.12 -2.77 -0.541
C -0.017 -0.437 1.075 0.18 -1.40 -2.16 -0.078
C 1.217 -0.995 0.061 -5.58 -0.08 -0.44 -0.722
H -2.071 0.975 0.395 0.08 0.37 0.17 0.357
H -1.204 -1.721 -0.285 -0.20 2.42 0.15 0.317
H 0.304 -0.240 -1.997 -0.09 0.14 -0.20 0.461
H -0.290 1.933 -0.693 -1.08 0.30 0.44 0.240
H 1.276 2.008 -0.410 2.16 -0.25 -0.43 0.328
H -0.379 -0.615 2.096 0.82 -0.39 -0.15 0.370
H 1.282 -2.052 -0.218 -0.05 0.34 0.24 0.301
H 2.090 -0.493 0.283 1.96 0.67 0.50 0.349
O -2.251 0.106 0.037 -0.42 -0.04 -0.51 -0.553
O 0.371 0.884 0.972 -0.35 2.91 4.94 -0.498

=====

Please write out number 3 again, unchanged.
5
Properties=species:S:1:pos:R:3:forces:R:3:mulliken_charge:R:1 method="wB97M-V/def2-TZVPD" total_energy_ev=-4805.1118 total_charge=+2 orbital_gap_ha="0.2313 / 0.2383" homo_ev="-18.31 / -18.53"
H -0.039 0.441 -1.321 2.06 0.31 3.84 0.360
Y -1.670 -1.209 -0.089 2.71 1.66 0.61 1.960
C 0.291 0.405 0.059 -3.75 -2.92 -1.65 -0.482
F 0.934 -0.786 0.501 -1.07 0.43 -1.48 -0.187
H 0.483 1.150 0.850 0.06 0.52 -1.32 0.350